Computed, not measured: a 9-piece molecular cluster, C36H62N2O30P4 overall, with wB97M-V/def2-TZVPD.

Each atom is followed by the atoms it is bonded to, with distances in Å.
Positions of all 134 atoms, in Å:
1 C 5.574 4.650 -0.932  C2 1.384, C7 1.549, H11 1.080
2 C 4.312 4.085 -0.883  C1 1.384, C3 1.532, O10 1.300
3 C 3.899 2.888 -0.022  C2 1.532, O4 1.211, C5 1.467
4 O 2.825 2.328 -0.039  C3 1.211
5 C 4.960 2.392 0.861  C3 1.467, C6 1.364, H12 1.080
6 C 6.235 2.876 0.818  C5 1.364, C7 1.511, O9 1.386
7 C 6.683 4.032 -0.045  C1 1.549, C6 1.511, O8 1.249
8 O 7.825 4.536 -0.104  C7 1.249
9 O 7.236 2.416 1.659  C6 1.386, H13 0.960
10 O 3.394 4.564 -1.671  C2 1.300, H14 0.960
11 H 5.736 5.514 -1.560  C1 1.080
12 H 4.584 1.603 1.495  C5 1.080
13 H 7.984 2.978 1.442  O9 0.960
14 H 2.618 4.006 -1.761  O10 0.960
15 C 2.420 -0.923 1.420  C16 1.354, C21 1.492, H25 1.080
16 C 2.965 -0.859 0.183  C15 1.354, C17 1.518, O24 1.383
17 C 2.069 -0.817 -1.042  C16 1.518, O18 1.221, C19 1.431
18 O 2.420 -0.603 -2.191  C17 1.221
19 C 0.685 -1.030 -0.744  C17 1.431, C20 1.373, H26 1.080
20 C 0.163 -1.065 0.526  C19 1.373, C21 1.484, O23 1.329
21 C 0.969 -0.951 1.767  C15 1.492, C20 1.484, O22 1.209
22 O 0.537 -1.050 2.892  C21 1.209
23 O -1.159 -1.092 0.655  C20 1.329, H27 0.960
24 O 4.329 -0.794 -0.040  C16 1.383, H28 0.960
25 H 3.138 -1.018 2.221  C15 1.080
26 H 0.047 -1.082 -1.614  C19 1.080
27 H -1.521 -0.877 1.518  O23 0.960
28 H 4.555 -0.603 -0.953  O24 0.960
29 C 9.052 2.329 -2.769  C30 1.345, C35 1.437, H39 1.080
30 C 8.422 1.501 -1.916  C29 1.345, C31 1.500, O38 1.327
31 C 7.027 1.020 -2.186  C30 1.500, O32 1.256, C33 1.412
32 O 6.434 0.302 -1.343  C31 1.256
33 C 6.492 1.405 -3.435  C31 1.412, C34 1.334, H40 1.080
34 C 7.111 2.228 -4.284  C33 1.334, C35 1.483, O37 1.393
35 C 8.471 2.753 -4.014  C29 1.437, C34 1.483, O36 1.213
36 O 9.149 3.411 -4.773  C35 1.213
37 O 6.540 2.524 -5.520  C34 1.393, H41 0.960
38 O 8.954 1.126 -0.760  C30 1.327, H42 0.960
39 H 10.016 2.705 -2.461  C29 1.080
40 H 5.623 0.914 -3.845  C33 1.080
41 H 7.156 2.994 -6.086  O37 0.960
42 H 8.510 0.285 -0.627  O38 0.960
43 C -2.247 -3.978 2.975  O44 1.252, N45 1.333, H48 1.101
44 O -3.303 -4.229 2.351  C43 1.252
45 N -2.213 -3.812 4.297  C43 1.333, C46 1.479, C47 1.511
46 C -0.903 -3.449 4.882  N45 1.479, H49 1.090, H50 1.090, H51 1.090
47 C -3.482 -3.688 5.108  N45 1.511, H52 1.090, H53 1.090, H54 1.090
48 H -1.218 -3.870 2.600  C43 1.101
49 H -0.635 -3.779 5.886  C46 1.090
50 H -0.917 -2.364 4.987  C46 1.090
51 H -0.053 -3.700 4.249  C46 1.090
52 H -4.295 -4.315 4.743  C47 1.090
53 H -3.300 -4.062 6.115  C47 1.090
54 H -3.868 -2.669 5.109  C47 1.090
55 C -3.665 -0.281 3.516  O56 1.253, N57 1.358, H60 1.101
56 O -2.567 -0.465 2.942  C55 1.253
57 N -3.914 0.142 4.782  C55 1.358, C58 1.400, C59 1.465
58 C -5.193 0.593 5.132  N57 1.400, H61 1.090, H62 1.090, H63 1.090
59 C -2.740 0.422 5.613  N57 1.465, H64 1.090, H65 1.090, H66 1.090
60 H -4.621 -0.408 2.984  C55 1.101
61 H -5.349 0.781 6.194  C58 1.090
62 H -6.043 -0.031 4.856  C58 1.090
63 H -5.328 1.592 4.718  C58 1.090
64 H -1.988 -0.355 5.476  C59 1.090
65 H -2.368 1.444 5.546  C59 1.090
66 H -3.027 0.304 6.658  C59 1.090
67 C 3.327 -1.258 8.555  O68 1.400, H75 1.090, H76 1.090, H77 1.090
68 O 2.097 -1.923 8.631  C67 1.400, P69 1.591
69 P 0.660 -1.291 8.377  O68 1.591, O70 1.521, O71 1.665, O73 1.624
70 O -0.365 -2.296 7.873  P69 1.521
71 O 0.945 -0.134 7.214  P69 1.665, C72 1.453
72 C 1.153 -0.498 5.822  O71 1.453, H78 1.090, H79 1.090, H80 1.090
73 O 0.156 -0.396 9.634  P69 1.624, C74 1.423
74 C -1.224 -0.054 9.683  O73 1.423, H81 1.090, H82 1.090, H83 1.090
75 H 4.180 -1.827 8.925  C67 1.090
76 H 3.256 -0.366 9.177  C67 1.090
77 H 3.641 -0.932 7.564  C67 1.090
78 H 1.432 -1.551 5.789  C72 1.090
79 H 2.003 0.061 5.432  C72 1.090
80 H 0.220 -0.411 5.264  C72 1.090
81 H -1.488 0.847 10.236  C74 1.090
82 H -1.686 -0.833 10.290  C74 1.090
83 H -1.693 0.185 8.728  C74 1.090
84 C -5.895 1.643 -3.908  O85 1.460, H92 1.090, H93 1.090, H94 1.090
85 O -6.136 1.748 -2.472  C84 1.460, P86 1.643
86 P -5.383 2.848 -1.511  O85 1.643, O87 1.506, O88 1.573, O90 1.602
87 O -5.006 4.030 -2.364  P86 1.506
88 O -6.419 3.118 -0.358  P86 1.573, C89 1.399
89 C -7.629 3.751 -0.663  O88 1.399, H95 1.090, H96 1.090, H97 1.090
90 O -4.172 2.106 -0.770  P86 1.602, C91 1.456
91 C -4.407 0.852 -0.068  O90 1.456, H98 1.090, H99 1.090, H100 1.090
92 H -5.555 0.618 -4.053  C84 1.090
93 H -5.109 2.307 -4.268  C84 1.090
94 H -6.815 1.840 -4.459  C84 1.090
95 H -7.788 3.807 -1.740  C89 1.090
96 H -7.679 4.772 -0.285  C89 1.090
97 H -8.363 3.191 -0.083  C89 1.090
98 H -3.455 0.322 -0.100  C91 1.090
99 H -5.094 0.202 -0.609  C91 1.090
100 H -4.678 1.023 0.974  C91 1.090
101 C 0.720 -1.956 -7.296  O102 1.404, H109 1.090, H110 1.090, H111 1.090
102 O 1.014 -0.763 -7.973  C101 1.404, P103 1.626
103 P 0.847 0.671 -7.224  O102 1.626, O104 1.486, O105 1.643, O107 1.608
104 O -0.476 0.994 -6.627  P103 1.486
105 O 2.177 0.757 -6.264  P103 1.643, C106 1.426
106 C 2.073 0.446 -4.876  O105 1.426, H112 1.090, H113 1.090, H114 1.090
107 O 1.331 1.717 -8.344  P103 1.608, C108 1.389
108 C 2.620 1.758 -8.859  O107 1.389, H115 1.090, H116 1.090, H117 1.090
109 H 0.623 -1.836 -6.217  C101 1.090
110 H 1.524 -2.643 -7.562  C101 1.090
111 H -0.238 -2.290 -7.694  C101 1.090
112 H 2.463 -0.569 -4.809  C106 1.090
113 H 1.128 0.552 -4.344  C106 1.090
114 H 2.696 1.174 -4.356  C106 1.090
115 H 3.180 2.613 -8.480  C108 1.090
116 H 2.531 1.937 -9.931  C108 1.090
117 H 3.231 0.895 -8.597  C108 1.090
118 C -2.823 -2.095 -4.835  O119 1.449, H126 1.090, H127 1.090, H128 1.090
119 O -4.013 -1.614 -4.162  C118 1.449, P120 1.651
120 P -4.927 -2.720 -3.345  O119 1.651, O121 1.459, O122 1.639, O124 1.667
121 O -6.078 -2.170 -2.638  P120 1.459
122 O -5.306 -3.830 -4.489  P120 1.639, C123 1.411
123 C -6.392 -3.731 -5.385  O122 1.411, H129 1.090, H130 1.090, H131 1.090
124 O -3.794 -3.479 -2.386  P120 1.667, C125 1.363
125 C -3.728 -3.381 -1.028  O124 1.363, H132 1.090, H133 1.090, H134 1.090
126 H -2.744 -3.177 -4.940  C118 1.090
127 H -1.959 -1.573 -4.423  C118 1.090
128 H -2.748 -1.732 -5.860  C118 1.090
129 H -7.174 -4.490 -5.424  C123 1.090
130 H -6.084 -3.695 -6.430  C123 1.090
131 H -6.820 -2.736 -5.266  C123 1.090
132 H -3.894 -4.338 -0.534  C125 1.090
133 H -4.436 -2.619 -0.702  C125 1.090
134 H -2.754 -3.008 -0.709  C125 1.090

Computed properties:
Energy, a.u.: -5141.2838
E_LUMO, eV: -2.157
Total charge: 0
Kohn-Sham gap, eV: 6.842
Strongest force on any atom, eV/A: 5.17

Results of the Löwdin charge analysis, in e, for atoms 1 through 4:
1. C 0.10
2. C -0.25
3. C -0.31
4. O 0.13